(1)
Here is a molecular structure, C54H44KN10O6P from OMol25. Energies are from ωB97M-V/def2-TZVPD.

Element x y z (Å)
K 0.0615 0.9120 -0.1328
O 0.9893 4.6261 2.4519
C 0.7928 3.7401 1.5889
O 1.0671 2.5100 1.6463
C 0.1889 4.2287 0.2448
C 0.0997 5.5863 -0.0474
C -0.3197 5.9623 -1.3160
C -0.6133 4.9895 -2.2601
C -0.5353 3.6532 -1.8792
N -0.1594 3.3097 -0.6510
C -0.7432 2.4916 -2.8841
O -0.6468 2.7984 -4.0962
O -0.9406 1.3708 -2.3522
H 0.3723 6.3026 0.7169
H -0.3898 7.0138 -1.5753
H -0.8870 5.2250 -3.2806
C -8.2803 1.7603 -0.1774
C -7.4860 1.8807 0.9568
C -6.1029 1.8002 0.8556
C -5.4800 1.6015 -0.3792
C -6.2918 1.5022 -1.5100
C -7.6762 1.5689 -1.4133
P -3.6549 1.4509 -0.6303
C -3.0749 2.2719 0.9100
C -2.3627 1.6524 1.9313
C -1.9868 2.3652 3.0657
C -2.2950 3.7107 3.1868
C -2.9822 4.3481 2.1581
C -3.3603 3.6359 1.0316
C -3.4557 -0.3810 -0.3001
C -4.6073 -1.1645 -0.1431
C -4.5040 -2.5458 0.0209
C -3.2286 -3.1076 0.0382
C -2.1164 -2.2808 -0.0900
C -2.1282 -0.8793 -0.2697
H -9.3610 1.8235 -0.0995
H -7.9444 2.0341 1.9290
H -5.4916 1.8878 1.7479
H -5.8242 1.3616 -2.4805
H -8.2840 1.4790 -2.3084
H -2.0583 0.6161 1.8466
H -1.3967 1.8651 3.8270
H -1.9533 4.2754 4.0469
H -3.1929 5.4109 2.2198
H -3.8686 4.1461 0.2176
H -5.6023 -0.7309 -0.1397
H -5.3965 -3.1591 0.1324
H -3.1038 -4.1873 0.1590
H -1.1338 -2.7756 -0.0336
O -2.6185 -6.0024 5.1623
C -3.6468 -5.1321 4.7001
C -3.0583 -3.8703 4.1426
C -3.9048 -2.8920 3.6467
C -3.3545 -1.7308 3.1312
N -2.0463 -1.5180 3.0723
C -1.2334 -2.4706 3.5053
C -1.6912 -3.6564 4.0760
C 0.2197 -2.2329 3.2793
C 1.1980 -2.7439 4.1255
C 2.5379 -2.5272 3.8201
C 3.6223 -2.9925 4.7529
O 3.5291 -2.3892 6.0441
C 2.8399 -1.8456 2.6521
C 1.7940 -1.3889 1.8573
N 0.5193 -1.5506 2.1733
H -3.0285 -6.8097 5.4662
H -4.3245 -4.8740 5.5192
H -4.2383 -5.6180 3.9192
H -4.9814 -3.0271 3.6396
H -3.9825 -0.9405 2.7228
H -1.0030 -4.4209 4.4130
H 0.9240 -3.2753 5.0295
H 4.5987 -2.7927 4.3023
H 3.5476 -4.0655 4.9248
H 3.3459 -1.4531 5.9171
H 3.8682 -1.6686 2.3537
H 1.9733 -0.9273 0.8874
C 0.8698 -0.7461 -3.5990
C 1.6303 -1.7142 -2.7625
N 1.6465 -1.8021 -1.4569
C 2.4397 -2.8801 -1.1423
C 2.9245 -3.4646 -2.2715
N 2.4167 -2.7090 -3.3165
C 2.7495 -2.8712 -4.7004
N 3.7093 -1.8859 -5.2028
N 3.6273 -1.5437 -6.5021
N 4.5872 -0.7583 -6.7999
C 5.3443 -0.5522 -5.6736
C 6.4908 0.2323 -5.4910
C 7.0531 0.2430 -4.2390
C 6.4848 -0.4956 -3.1799
C 5.3548 -1.2599 -3.3358
C 4.7938 -1.2846 -4.6226
H 0.2222 -0.0986 -2.9885
H 0.2111 -1.2811 -4.2925
H 1.5290 -0.1103 -4.2009
H 2.5951 -3.1846 -0.1148
H 3.5651 -4.3181 -2.4420
H 1.8818 -2.7639 -5.3404
H 3.1653 -3.8649 -4.8280
H 6.9002 0.8064 -6.3136
H 7.9323 0.8456 -4.0411
H 6.9424 -0.4288 -2.1995
H 4.9070 -1.7831 -2.5029
N 7.5159 3.7664 -1.3891
C 6.4876 3.2747 -1.2609
C 5.2211 2.6201 -1.1006
C 4.7431 2.3109 0.1687
C 3.5351 1.6318 0.2611
N 2.8495 1.2398 -0.8111
C 3.2990 1.5747 -2.0131
C 4.4766 2.2732 -2.2220
H 5.2786 2.6067 1.0591
H 3.0755 1.4382 1.2278
H 2.6789 1.2791 -2.8566
H 4.8080 2.5167 -3.2194

Forces on the atoms, in the same order (eV/Å):
K 0.1 -1.5 0.6
O -0.1 -0.4 -0.4
C 0.1 0.2 0.2
O 0.0 0.5 0.2
C 0.1 0.2 0.0
C 0.0 0.0 0.1
C 0.0 0.0 0.0
C -0.1 0.0 0.0
C 0.1 0.1 -0.1
N 0.1 0.6 -0.1
C -0.1 0.2 -0.1
O -0.1 -0.2 0.5
O 0.1 0.5 -0.9
H 0.0 0.0 0.0
H 0.0 0.0 0.0
H 0.0 0.0 0.0
C 0.0 0.0 0.0
C 0.0 0.0 0.0
C 0.0 0.0 0.0
C -0.1 0.3 0.1
C 0.0 0.0 0.0
C 0.0 0.0 0.0
P 0.1 -0.6 -0.1
C -0.1 0.0 0.0
C 0.0 0.0 0.1
C 0.1 0.1 -0.1
C 0.0 0.0 0.0
C 0.0 0.0 0.0
C 0.1 0.0 0.0
C -0.2 0.4 0.1
C -0.1 -0.4 0.0
C 0.2 0.1 0.0
C -0.1 0.0 -0.1
C 0.6 -0.2 0.0
C -0.7 -0.2 0.1
H 0.0 0.0 0.0
H 0.0 0.0 0.0
H 0.0 0.0 0.0
H 0.0 0.0 0.1
H 0.0 0.0 0.0
H -0.1 -0.1 -0.1
H 0.0 0.0 0.0
H 0.0 0.0 0.0
H 0.0 0.0 0.0
H 0.0 0.0 0.0
H 0.1 0.0 0.0
H 0.1 0.1 0.0
H 0.0 0.1 0.0
H -0.2 0.1 0.0
O 0.1 0.2 -0.1
C 0.1 -0.1 0.0
C 0.1 0.0 0.0
C -0.1 0.1 0.0
C 0.0 0.2 0.0
N -0.1 0.2 0.0
C 0.0 0.0 0.1
C 0.0 -0.1 -0.1
C 0.1 0.0 0.0
C 0.0 0.1 0.0
C 0.0 0.0 0.0
C 0.0 0.1 0.1
O 0.0 -0.1 -0.1
C 0.0 0.0 0.0
C -0.1 0.0 -0.2
N 0.1 -0.1 -0.1
H -0.1 -0.2 0.1
H 0.0 0.0 0.1
H 0.0 0.0 -0.1
H 0.0 0.0 0.0
H 0.1 -0.1 0.1
H 0.0 0.1 0.0
H 0.0 0.0 0.0
H 0.1 0.0 0.0
H 0.0 -0.1 0.0
H 0.0 0.1 0.0
H 0.0 0.0 0.0
H 0.1 0.1 0.2
C -0.1 0.0 0.0
C 0.1 0.0 -0.1
N 0.0 0.0 -0.1
C 0.0 -0.1 0.0
C 0.1 0.1 0.0
N 0.0 0.1 -0.1
C 0.0 0.1 0.2
N -0.1 0.0 0.4
N -0.1 -0.1 0.1
N 0.1 0.2 -0.3
C 0.2 0.0 0.0
C 0.0 0.0 -0.1
C 0.0 0.1 0.0
C 0.0 0.0 0.1
C -0.2 -0.1 0.0
C -0.1 0.0 -0.1
H 0.1 -0.1 -0.1
H 0.1 0.0 0.0
H 0.0 -0.1 0.0
H 0.0 0.0 -0.2
H -0.1 0.1 0.0
H -0.2 0.0 0.0
H 0.1 -0.2 0.0
H 0.0 0.0 0.1
H -0.1 0.0 0.0
H 0.0 0.0 0.0
H 0.0 0.0 0.0
N 0.3 0.2 -0.1
C -0.1 0.0 0.1
C -0.1 -0.1 0.0
C -0.1 0.0 -0.1
C 0.0 0.1 0.1
N 0.0 0.1 0.1
C -0.1 -0.1 -0.2
C 0.0 -0.1 0.1
H 0.0 0.0 0.0
H 0.1 0.0 -0.1
H 0.1 0.0 0.1
H 0.0 0.0 -0.1

frontier orbital gap = 4.517 eV
E_LUMO = 3.33 eV
molar mass = 999.1 g/mol
net charge = -2
ΔE to the lowest compared entry with this formula, charge and spin = 106.3 kJ/mol

=====

(2)
Here is a molecular structure, C36H30ClN5O6ReSTe from OMol25. Energies are from ωB97M-V/def2-TZVPD.

Element x y z (Å)
Re 0.0195 -0.8549 -0.3006
O -0.1753 1.0447 0.5902
N 0.4713 1.4025 1.6535
N 1.5767 0.8081 1.8038
O 2.0455 -0.0300 0.9421
C 2.3028 1.0239 3.0195
C 3.4458 0.2714 3.2383
C 4.1384 0.4262 4.4286
C 3.6944 1.3253 5.3850
C 2.5506 2.0785 5.1516
C 1.8473 1.9335 3.9702
H 3.7665 -0.4296 2.4814
H 5.0258 -0.1646 4.6117
H 4.2428 1.4389 6.3109
H 2.1971 2.7779 5.8974
H 0.9516 2.5017 3.7718
C 3.2249 -1.6607 -1.8360
C 3.0580 -2.5861 -0.6693
C 4.0457 -3.5693 -0.4299
C 3.9056 -4.4218 0.6211
C 2.7910 -4.2985 1.4776
C 2.6096 -5.1267 2.6030
C 1.5507 -4.9140 3.4423
C 0.6419 -3.8798 3.1813
C 0.7663 -3.0788 2.0653
S -0.4686 -1.8777 1.7868
C 1.8549 -3.2739 1.1799
N 2.0044 -2.4625 0.1029
H 4.2807 -1.5065 -2.0516
H 2.7605 -0.7002 -1.6258
H 2.7542 -2.0822 -2.7283
H 4.9019 -3.6215 -1.0887
H 4.6504 -5.1806 0.8305
H 3.3204 -5.9215 2.7922
H 1.4097 -5.5383 4.3149
H -0.1836 -3.6982 3.8575
O -0.4730 -2.1171 -5.9764
C -0.1503 -0.8476 -5.8769
O -0.1366 -0.0990 -6.8201
C 0.1962 -0.3490 -4.5069
C 0.5137 0.9700 -4.2007
Cl 0.8168 2.2658 -5.2382
N 0.6458 1.0805 -2.8566
N 0.4180 -0.1127 -2.2828
C 0.1450 -0.9793 -3.2547
C -0.1188 -2.3988 -2.8388
O -0.3119 -3.2543 -3.6963
O -0.0927 -2.6048 -1.5757
C 0.9486 2.2533 -2.0971
C 2.0077 2.2323 -1.2038
C 2.3025 3.3723 -0.4754
C 1.5553 4.5267 -0.6537
C 0.4879 4.5333 -1.5401
C 0.1741 3.3926 -2.2588
H -0.3833 -2.6206 -5.1167
H 2.5941 1.3347 -1.0692
H 3.1190 3.3569 0.2349
H 1.8069 5.4241 -0.1040
H -0.1123 5.4239 -1.6674
H -0.6756 3.3794 -2.9272
C -6.8523 3.4054 0.2330
C -5.8495 2.2995 0.0465
C -5.7699 1.6052 -1.1509
C -4.8380 0.5924 -1.3578
C -4.8482 -0.1345 -2.6769
C -3.9515 0.2703 -0.3213
Te -2.5912 -1.3511 -0.6546
C -4.0477 0.9235 0.9156
C -3.1948 0.5201 2.0838
C -4.9872 1.9340 1.0718
H -7.3805 3.6101 -0.6972
H -6.3621 4.3229 0.5615
H -7.5928 3.1355 0.9884
H -6.4520 1.8556 -1.9565
H -5.4370 0.4127 -3.4117
H -5.2808 -1.1305 -2.5571
H -3.8388 -0.2663 -3.0665
H -2.1453 0.4986 1.8059
H -3.4709 -0.4812 2.4237
H -3.3157 1.2149 2.9148
H -5.0500 2.4454 2.0270

Forces on the atoms, in the same order (eV/Å):
Re -0.1 -0.6 1.2
O -0.1 -0.8 -0.7
N 0.1 0.0 0.4
N -0.2 0.0 -0.4
O -0.4 0.0 -0.2
C 0.3 0.2 0.5
C -0.1 -0.1 -0.2
C 0.0 0.1 0.1
C 0.1 0.0 0.0
C 0.0 0.0 0.0
C -0.1 -0.1 -0.2
H 0.0 0.0 0.0
H 0.0 0.0 0.0
H 0.0 0.0 0.0
H 0.0 0.0 0.0
H 0.0 0.0 0.1
C -0.1 0.0 0.0
C 0.0 0.0 0.1
C 0.0 -0.1 0.0
C 0.1 0.0 -0.1
C -0.1 0.2 -0.2
C 0.0 -0.1 0.1
C 0.1 0.0 0.0
C 0.0 0.1 -0.2
C 0.0 0.0 0.2
S 0.0 0.0 -0.2
C 0.3 -0.4 0.4
N -0.1 0.3 -0.3
H 0.0 0.0 0.0
H 0.1 0.0 0.0
H 0.0 0.0 0.0
H 0.0 0.0 0.0
H 0.0 0.0 0.0
H 0.0 0.0 0.0
H 0.0 0.0 0.0
H 0.0 0.0 0.0
O 0.0 0.0 -0.3
C 0.2 0.0 -0.1
O 0.0 0.0 0.0
C -0.2 0.1 0.1
C 0.1 -0.2 0.1
Cl 0.0 0.1 0.1
N -0.1 0.1 -0.3
N -0.1 -0.1 -0.1
C 0.1 0.1 -0.2
C -0.1 0.0 -0.2
O 0.1 0.0 0.2
O 0.2 0.8 0.5
C 0.1 0.3 0.2
C 0.1 -0.1 -0.2
C 0.0 0.0 0.0
C 0.0 0.0 0.0
C 0.0 0.0 0.0
C -0.1 -0.2 0.0
H -0.1 0.0 0.1
H 0.0 0.0 0.0
H 0.0 0.0 0.0
H 0.0 0.0 0.0
H 0.0 0.0 0.0
H 0.0 0.0 0.0
C 0.0 -0.1 0.0
C 0.0 0.0 -0.1
C 0.0 0.0 0.0
C 0.1 0.0 0.0
C 0.1 0.1 0.1
C 0.2 0.1 -0.1
Te -0.4 0.4 -0.2
C 0.0 -0.1 0.0
C 0.0 0.0 0.0
C 0.0 0.0 0.0
H 0.0 0.0 0.0
H 0.0 0.0 0.0
H 0.0 0.0 0.0
H 0.0 0.0 0.0
H 0.0 0.0 0.0
H 0.0 0.0 -0.1
H 0.0 0.0 0.0
H 0.1 0.0 0.1
H 0.1 0.0 0.0
H 0.0 0.0 0.0
H 0.0 0.0 0.0

frontier orbital gap (spin up / spin down) = 6.774 / 5.746 eV
⟨S²⟩ = 3.799
E_LUMO (spin up / spin down) = -0.49 / -1.42 eV
2S+1 = 4
molar mass = 1010.0 g/mol
net charge = 0
ΔE to the lowest compared entry with this formula, charge and spin = 62.6 kJ/mol

=====

(3)
Here is a molecular structure, C31H27Cl5N4OS8Tb from OMol25. Energies are from ωB97M-V/def2-TZVPD.

Element x y z (Å)
Tb -0.1290 0.8104 -0.0102
C -4.0387 1.7452 -0.6047
C -4.4126 0.5377 0.2554
S -3.0215 -0.4670 0.8453
C -3.2683 -2.0496 -0.0169
C -2.0042 -2.5728 -0.6856
S -1.2086 -1.4365 -1.8371
C -2.5204 -1.1111 -3.0269
C -3.4839 0.0470 -2.7421
S -2.7723 1.4651 -1.8589
H -3.6164 2.5388 0.0119
H -4.9333 2.1414 -1.0846
H -5.0974 -0.1318 -0.2614
H -4.9373 0.8930 1.1413
H -4.0712 -1.9235 -0.7419
H -3.6050 -2.7731 0.7254
H -2.2278 -3.4986 -1.2186
H -1.2201 -2.7906 0.0400
H -3.0804 -2.0404 -3.1429
H -2.0017 -0.9445 -3.9664
H -4.3330 -0.2926 -2.1531
H -3.8747 0.4195 -3.6865
Cl 1.8067 3.3787 0.4200
C 1.8635 3.0605 -1.3072
C 0.9516 2.1344 -1.8043
C 1.0473 1.9560 -3.1810
Cl -0.0470 0.8506 -3.9841
C 1.9743 2.6102 -3.9964
Cl 2.0210 2.3317 -5.6896
C 2.8766 3.5005 -3.4205
Cl 4.0400 4.3073 -4.3835
C 2.8203 3.7314 -2.0506
Cl 3.9245 4.8152 -1.3007
N -1.3003 4.3153 -1.3234
C -1.3606 4.2109 0.0178
N -1.2192 3.0860 0.6888
C -1.2933 3.3308 2.0605
C -1.5182 4.6236 2.4105
S -1.6400 5.6053 1.0012
C -1.1381 2.2118 2.9546
C -1.3527 2.2137 4.3013
S -1.1738 0.6209 4.9273
C -0.8131 0.0407 3.3326
N -0.8021 0.9781 2.3959
N -0.6121 -1.2587 3.0978
H -0.8840 3.5535 -1.8395
H -1.2765 5.2251 -1.7493
H -1.6072 5.0472 3.3987
H -1.6305 3.0370 4.9420
H -0.3999 -1.8494 3.8871
H -0.1105 -1.4553 2.2398
O 0.6899 -1.1893 0.5728
C 1.8337 -2.0279 0.7454
C 1.9696 -2.3608 2.2340
C 1.4279 -3.3813 2.9622
C 1.6301 -3.2472 4.3688
C 2.3133 -2.1141 4.6838
S 2.7115 -1.2141 3.2889
C 3.0628 -1.2754 0.2589
C 4.2592 -1.7243 -0.1920
C 5.1380 -0.6599 -0.5725
C 4.5861 0.5706 -0.4182
S 3.0068 0.4338 0.2378
C 1.7200 -3.2681 -0.1547
C 1.5419 -3.1860 -1.5044
C 1.6026 -4.4414 -2.1695
C 1.8614 -5.4643 -1.3111
S 2.0248 -4.9039 0.2915
H 0.8673 -4.1997 2.5339
H 1.3013 -3.9762 5.0988
H 2.6356 -1.7740 5.6583
H 4.5072 -2.7760 -0.2771
H 6.1369 -0.8131 -0.9602
H 5.0128 1.5436 -0.6214
H 1.4176 -2.2426 -2.0162
H 1.4809 -4.5693 -3.2379
H 1.9718 -6.5178 -1.5274

Forces on the atoms, in the same order (eV/Å):
Tb -0.7 -1.2 0.1
C 0.0 0.0 0.0
C 0.1 0.1 0.0
S 0.1 0.0 0.1
C 0.0 0.0 0.0
C 0.0 0.0 0.0
S 0.1 0.0 0.0
C 0.0 0.1 0.0
C 0.0 0.0 0.1
S 0.2 0.0 0.0
H 0.0 0.0 0.0
H -0.1 0.0 0.0
H 0.0 0.0 0.0
H -0.1 0.0 0.0
H 0.0 0.0 0.0
H 0.0 0.0 0.0
H 0.0 0.0 0.0
H 0.0 0.0 0.0
H 0.0 0.0 0.0
H 0.0 0.0 0.0
H 0.0 0.0 -0.1
H 0.0 0.0 0.0
Cl 0.1 0.1 0.1
C -0.2 -0.1 0.1
C 0.2 0.2 -0.3
C 0.0 0.0 0.0
Cl 0.0 0.0 0.2
C -0.1 0.0 0.0
Cl 0.0 0.0 0.0
C 0.0 0.0 -0.1
Cl 0.0 0.0 0.0
C 0.1 0.1 0.2
Cl 0.0 0.0 0.0
N -0.1 0.0 0.1
C 0.1 0.1 0.0
N 0.0 0.0 0.0
C -0.1 0.9 -0.4
C 0.1 -0.4 -0.1
S 0.0 0.0 0.0
C -0.1 -0.5 1.0
C 0.1 0.0 -0.7
S 0.1 -0.1 -0.1
C 0.0 0.2 0.1
N 0.2 0.3 0.4
N -0.4 0.2 0.2
H 0.0 0.0 0.0
H 0.0 0.0 0.0
H 0.0 0.0 -0.1
H 0.0 -0.1 -0.1
H 0.0 0.0 -0.1
H 0.0 -0.1 -0.4
O 0.1 0.5 0.0
C -0.2 -0.1 -0.2
C 0.1 0.0 0.0
C 0.0 -0.2 0.1
C 0.0 -0.1 -0.1
C 0.0 0.1 0.0
S 0.2 0.0 -0.1
C -0.1 0.0 0.1
C 0.3 0.0 -0.1
C 0.0 -0.2 0.0
C -0.1 0.1 0.0
S 0.0 -0.2 0.2
C 0.0 0.1 0.1
C 0.0 0.0 -0.1
C 0.0 0.1 -0.1
C 0.0 0.0 0.0
S 0.0 0.0 0.2
H 0.0 0.0 0.0
H 0.0 0.0 -0.1
H -0.1 0.0 -0.1
H 0.0 0.1 0.0
H -0.1 0.0 0.0
H 0.0 -0.1 0.0
H 0.0 0.0 0.0
H 0.0 0.0 0.1
H 0.0 0.1 0.0

frontier orbital gap (spin up / spin down) = 8.377 / 8.382 eV
⟨S²⟩ = 12.696
E_LUMO (spin up / spin down) = -2.09 / -2.08 eV
2S+1 = 7
molar mass = 1064.3 g/mol
net charge = +1
ΔE to the lowest compared entry with this formula, charge and spin = 0.0 kJ/mol

=====

(4)
Here is a molecular structure, C12H15BIKNO5 from OMol25. Energies are from ωB97M-V/def2-TZVPD.

Element x y z (Å)
C 2.2906 -2.4531 2.3094
C 1.3810 -2.7199 1.5930
C 0.2170 -3.0453 0.7789
C 0.0421 -2.0961 -0.4349
C -1.3486 -1.6613 -0.8875
O -2.3403 -2.3025 -0.9624
O -1.2649 -0.3408 -1.3003
C -0.3075 0.2079 -0.3259
B -1.1243 0.0523 1.1077
C -2.6038 0.5411 1.1713
O -0.5115 -0.4799 2.2064
N -0.1421 1.6418 -0.3967
C 0.3946 2.1716 -1.6181
C -0.5619 2.2960 -2.7621
O 1.5453 2.5146 -1.7068
C 0.4967 2.2447 0.7885
C 1.8254 1.7714 1.2930
O -0.0875 3.1490 1.3063
C 0.8379 -0.7760 -0.5009
I 1.7161 -0.7496 -2.5401
H 3.1609 -2.2219 2.8804
H 0.3453 -4.0558 0.3985
H -0.6824 -3.0589 1.3912
H 0.3781 -2.6997 -1.2752
H -3.3032 -0.2729 0.9909
H -2.7840 1.3488 0.4666
H -2.7782 0.9253 2.1754
H -0.4394 0.1199 2.9575
H -0.4453 3.2796 -3.2075
H -1.5980 2.1429 -2.4820
H -0.3090 1.5714 -3.5344
H 2.6154 1.9802 0.5771
H 1.8218 0.7221 1.5769
H 2.0352 2.3406 2.1938
H 1.7238 -0.6751 0.1010
K -0.1951 -1.4123 -4.3289

Forces on the atoms, in the same order (eV/Å):
C 1.1 0.3 0.4
C -0.9 -0.2 -0.4
C -0.2 0.2 0.1
C 0.8 -0.3 -0.5
C 0.3 0.2 0.1
O -0.2 -0.3 -0.3
O -0.4 0.2 0.1
C -0.1 -0.2 0.7
B -0.4 0.0 0.6
C 0.6 0.5 -0.1
O 0.9 0.5 -0.6
N 0.5 -0.5 -0.7
C 0.3 0.0 -0.3
C -0.4 -0.1 -0.2
O -0.2 0.3 0.2
C 0.0 0.4 0.2
C 0.1 0.1 0.4
O -0.1 0.0 -0.1
C -0.5 -0.3 -0.3
I 2.7 1.0 2.4
H -0.1 -0.1 0.1
H -0.1 -0.1 0.0
H 0.0 0.1 0.1
H -0.1 -0.1 -0.1
H -0.1 -0.1 -0.1
H -0.2 0.0 -0.1
H -0.2 0.0 0.1
H -0.5 -0.4 0.4
H 0.1 0.1 0.0
H 0.0 0.0 0.2
H 0.2 0.0 -0.1
H 0.0 -0.2 -0.3
H 0.0 -0.2 -0.2
H 0.0 0.1 0.0
H -0.1 -0.1 0.4
K -2.6 -0.8 -2.3

frontier orbital gap = 8.935 eV
E_LUMO = -3.80 eV
molar mass = 430.1 g/mol
net charge = +1

=====

(5)
Here is a single C7H13N molecule from OMol25. Energies are from ωB97M-V/def2-TZVPD.

Element x y z (Å)
C -0.1119 -0.9937 -1.4104
C 1.0561 -0.7099 -0.4623
C 0.8356 0.5155 0.4247
C -1.8563 0.3649 -0.5505
C 1.2089 -1.9048 0.4562
C 1.2507 1.7264 -0.4276
C -2.8447 0.3109 0.5978
N -1.3148 -0.5286 -1.1247
H 0.0508 -1.6285 -2.3287
H 2.0318 -0.6704 -1.0648
H 1.3719 0.3065 1.3269
H -0.1162 0.6274 0.6713
H 1.2839 -2.8167 -0.0219
H 0.3760 -1.8256 1.2083
H 2.1111 -1.9518 1.0488
H 0.4941 2.4809 -0.1575
H 1.1212 1.2682 -1.3733
H 2.2162 2.0683 -0.2160
H -3.7753 0.4576 0.1010
H -2.5572 1.0589 1.3083
H -2.7674 -0.6534 1.0228

Forces on the atoms, in the same order (eV/Å):
C -0.9 -0.4 -0.9
C 0.5 -1.2 -0.1
C 4.8 -0.7 -2.2
C -2.6 2.7 1.5
C -0.7 1.1 2.1
C -2.3 -0.4 2.0
C 1.8 -0.3 -1.6
N 4.3 -2.0 -1.7
H -0.4 0.7 1.3
H -1.4 0.5 0.6
H 0.6 0.4 0.6
H -4.2 0.2 1.2
H -0.7 -2.0 -1.3
H 0.5 -0.7 -0.8
H 0.6 0.8 0.3
H 0.5 0.3 -0.9
H 0.0 0.9 -1.5
H 1.5 0.5 0.0
H -1.0 0.4 0.2
H -0.4 0.6 0.3
H -0.4 -1.2 0.8

frontier orbital gap (spin up / spin down) = 8.075 / 8.076 eV
E_LUMO (spin up / spin down) = 0.91 / 0.91 eV
molar mass = 111.2 g/mol
net charge = 0
ΔE to the lowest compared entry with this formula, charge and spin = 376.5 kJ/mol